Molecular formula: C3H5NO2
Method: DFT, wB97M-V/def2-TZVPD

```
! wB97M-V def2-TZVPD RIJCOSX def2/J DEFGRID3
* xyz 0 1
H -0.83 -2.15 -0.03
H 1.39 0.94 1.03
C 0.57 1.07 0.31
H 1.21 -0.93 -2.12
O -1.48 -1.53 0.34
O 0.50 -0.31 -1.94
H 0.61 2.05 -0.17
H -0.80 0.65 1.99
C 0.31 -0.11 -0.59
N -0.74 0.74 0.98
C -0.74 -0.41 0.19
*
```

Calculated values
relative energy (zero: lowest compared OMol25 entry of this formula, charge and spin): 72.4 kcal/mol
electronic energy: -8774.553 eV

Here are the Löwdin charges for atoms 1 to 2, given in e: number 1, H, carries 0.122; number 2, H, carries 0.111